1.
{
  "formula": "C3H7N3",
  "method": "the ωB97M-V functional and the def2-TZVPD basis",
  "elements": ["N", "N", "C", "N", "C", "C", "H", "H", "H", "H", "H", "H", "H"],
  "positions_angstrom": [[-1.397, 1.189, 0.808], [-0.445, 0.365, 0.191], [0.648, 0.789, 0.814], [1.798, 0.305, 0.294], [1.292, -0.856, -0.485], [-0.206, -0.610, -0.732], [-1.936, 1.823, 0.187], [-2.278, 0.343, 0.851], [0.586, 1.217, 1.878], [1.564, -1.849, 0.087], [1.838, -0.742, -1.444], [-0.675, -0.399, -1.803], [-0.789, -1.575, -0.647]],
  "nbo_charge": [-0.596, -0.314, 0.258, -0.517, -0.267, -0.244, 0.350, 0.315, 0.228, 0.207, 0.212, 0.178, 0.190],
  "relative_energy_kcal_mol": 101.35,
  "smiles": "NN1C=NCC1",
  "fmax_ev_per_a": 9.00,
  "homo_energy_ev": -7.81
}

2.
{
  "formula": "C3H7N3",
  "method": "the ωB97M-V functional and the def2-TZVPD basis",
  "elements": ["C", "C", "C", "N", "N", "N", "H", "H", "H", "H", "H", "H", "H"],
  "positions_angstrom": [[-1.029, 1.406, 1.008], [-0.148, 0.058, -0.941], [-0.198, 0.358, 0.596], [-1.830, 2.254, 1.198], [0.718, -1.048, -1.104], [-0.101, -0.781, 1.352], [0.254, 0.992, -1.387], [-1.254, -0.093, -1.224], [1.372, 1.350, 0.629], [0.564, -1.619, -1.910], [1.652, -0.615, -1.116], [-0.304, -0.854, 2.316], [0.303, -1.408, 0.583]],
  "nbo_charge": [0.224, -0.246, 0.091, -0.291, -0.850, -0.833, 0.212, 0.210, -0.146, 0.391, 0.388, 0.418, 0.433],
  "relative_energy_kcal_mol": 81.81,
  "fmax_ev_per_a": 4.99,
  "homo_energy_ev": -8.30
}

3.
{
  "formula": "C3H7N3",
  "method": "the ωB97M-V functional and the def2-TZVPD basis",
  "elements": ["N", "C", "C", "N", "C", "N", "H", "H", "H", "H", "H", "H", "H"],
  "positions_angstrom": [[-0.013, 1.433, 1.304], [0.944, 0.438, 0.813], [0.176, -0.809, 0.442], [0.702, -1.809, -0.585], [-0.244, -1.044, -0.909], [-1.080, -0.680, -1.910], [0.483, 2.240, 1.668], [-0.592, 1.772, 0.540], [1.648, 0.231, 1.628], [1.535, 0.763, -0.060], [-0.396, -1.250, 1.262], [-1.669, 0.106, -1.694], [-1.493, -1.390, -2.498]],
  "nbo_charge": [-0.827, -0.242, -0.141, -0.392, 0.370, -0.810, 0.358, 0.343, 0.192, 0.170, 0.182, 0.393, 0.404],
  "relative_energy_kcal_mol": 36.96,
  "smiles": "NC[C@@H]1N=C1N",
  "fmax_ev_per_a": 0.40,
  "homo_energy_ev": -9.28
}

4.
{
  "formula": "C3H7N3",
  "method": "the ωB97M-V functional and the def2-TZVPD basis",
  "elements": ["N", "C", "C", "N", "C", "N", "H", "H", "H", "H", "H", "H", "H"],
  "positions_angstrom": [[2.935, 1.351, -0.705], [1.952, 0.771, -0.474], [0.763, 0.080, 0.238], [0.742, -1.352, 0.123], [-0.664, 0.642, -0.165], [-1.749, -0.344, -0.083], [1.026, 0.437, 1.240], [-0.211, -1.707, 0.185], [1.372, -1.838, 0.743], [-0.892, 1.485, 0.495], [-0.595, 1.027, -1.182], [-2.479, -0.070, 0.566], [-2.199, -0.482, -0.982]],
  "nbo_charge": [-0.339, 0.263, -0.124, -0.846, -0.220, -0.855, 0.201, 0.401, 0.373, 0.199, 0.202, 0.373, 0.374],
  "relative_energy_kcal_mol": 17.51,
  "smiles": "N#C[C@H](N)CN",
  "fmax_ev_per_a": 1.84,
  "homo_energy_ev": -9.59
}

5.
{
  "formula": "C3H7N3",
  "method": "the ωB97M-V functional and the def2-TZVPD basis",
  "elements": ["N", "N", "C", "N", "C", "C", "H", "H", "H", "H", "H", "H", "H"],
  "positions_angstrom": [[-0.467, -1.065, -1.787], [-0.164, -0.436, -0.594], [-0.429, 0.835, -0.438], [-0.061, 1.607, 0.624], [0.483, 0.520, 1.581], [0.600, -0.890, 0.743], [0.283, -1.604, -2.325], [-1.388, -1.575, -1.771], [-0.827, 1.420, -1.302], [-0.245, 0.234, 2.355], [1.470, 0.920, 2.041], [1.714, -1.322, 0.750], [-0.087, -1.613, 1.233]],
  "nbo_charge": [-0.664, -0.284, 0.253, -0.511, -0.274, -0.263, 0.378, 0.362, 0.201, 0.188, 0.204, 0.213, 0.196],
  "relative_energy_kcal_mol": 67.41,
  "smiles": "NN1C=NCC1",
  "fmax_ev_per_a": 6.57,
  "homo_energy_ev": -8.09
}

6.
{
  "formula": "C3H7N3",
  "method": "the ωB97M-V functional and the def2-TZVPD basis",
  "elements": ["C", "N", "C", "C", "N", "N", "H", "H", "H", "H", "H", "H", "H"],
  "positions_angstrom": [[-1.519, 0.085, 0.786], [-0.975, 0.742, -0.374], [1.022, 0.192, 0.056], [1.562, -0.941, 0.498], [-0.012, 0.163, -1.049], [0.368, 0.534, -2.196], [-0.397, 1.066, -2.632], [1.403, 1.174, 0.290], [-2.601, 0.053, 0.657], [-1.158, -0.932, 0.954], [-1.317, 0.693, 1.670], [2.431, -0.917, 1.132], [1.191, -1.912, 0.208]],
  "nbo_charge": [-0.460, -0.315, -0.039, -0.416, 0.076, -0.422, 0.327, 0.223, 0.211, 0.192, 0.201, 0.212, 0.209],
  "relative_energy_kcal_mol": 114.12,
  "fmax_ev_per_a": 4.46,
  "homo_energy_ev": [-8.46, -8.32]
}

7.
{
  "formula": "C3H7N3O",
  "method": "the ωB97M-V functional and the def2-TZVPD basis",
  "elements": ["H", "N", "C", "N", "C", "N", "C", "O", "H", "H", "H", "H", "H", "H"],
  "positions_angstrom": [[-0.781, -2.207, -0.691], [-0.063, -1.879, -0.057], [0.510, -0.753, -0.179], [1.719, -0.526, 0.403], [-0.380, 0.469, -0.462], [0.074, 1.761, -0.019], [-1.686, -0.041, 0.260], [-2.565, -0.672, -0.271], [2.174, 0.362, 0.268], [2.255, -1.345, 0.642], [-0.602, 0.482, -1.532], [0.861, 2.107, -0.552], [0.314, 1.765, 0.965], [-1.830, 0.477, 1.226]],
  "nbo_charge": [0.384, -0.779, 0.439, -0.809, -0.231, -0.827, 0.471, -0.521, 0.388, 0.410, 0.227, 0.369, 0.366, 0.114],
  "relative_energy_kcal_mol": 46.82,
  "smiles": "[H]/N=C(/N)[C@H](N)C=O",
  "fmax_ev_per_a": 3.01,
  "homo_energy_ev": -8.68
}

8.
{
  "formula": "C3H7N3O",
  "method": "the ωB97M-V functional and the def2-TZVPD basis",
  "elements": ["C", "C", "C", "N", "O", "N", "N", "H", "H", "H", "H", "H", "H", "H"],
  "positions_angstrom": [[1.597, -0.406, 0.111], [0.125, -0.297, -0.144], [-0.686, -1.499, -0.280], [-2.001, -1.405, -0.131], [-2.431, -0.639, 0.967], [-0.575, 0.786, -0.460], [-0.043, 1.972, -0.132], [1.799, -1.124, 0.913], [2.104, -0.774, -0.785], [2.071, 0.532, 0.406], [-0.268, -2.353, -0.827], [-1.870, 0.162, 0.988], [-0.707, 2.740, -0.216], [0.883, 2.304, -0.411]],
  "nbo_charge": [-0.686, 0.133, -0.035, -0.052, -0.553, -0.235, -0.656, 0.237, 0.236, 0.224, 0.194, 0.463, 0.371, 0.360],
  "relative_energy_kcal_mol": 113.12,
  "smiles": "CC(/C=N\\O)=N\\N",
  "fmax_ev_per_a": 3.70,
  "homo_energy_ev": -8.51
}

9.
{
  "formula": "C3H7N3O",
  "method": "the ωB97M-V functional and the def2-TZVPD basis",
  "elements": ["C", "N", "C", "O", "C", "N", "N", "H", "H", "H", "H", "H", "H", "H"],
  "positions_angstrom": [[-2.018, -1.485, -0.009], [-0.807, -1.095, 0.079], [-0.379, 0.177, 0.085], [-1.214, 1.300, 0.199], [0.963, 0.398, -0.083], [1.467, 1.665, -0.268], [1.822, -0.664, -0.255], [-2.203, -2.546, -0.017], [-2.898, -0.846, -0.046], [-2.120, 0.972, 0.274], [2.426, 1.821, 0.000], [0.821, 2.397, -0.018], [1.381, -1.544, -0.040], [2.760, -0.549, 0.098]],
  "nbo_charge": [-0.176, -0.430, 0.222, -0.718, 0.356, -0.800, -0.805, 0.174, 0.125, 0.481, 0.379, 0.406, 0.414, 0.371],
  "relative_energy_kcal_mol": 39.97,
  "smiles": "C=NC(O)=C(N)N",
  "fmax_ev_per_a": 1.01,
  "homo_energy_ev": -6.84
}

Copy entry 5 word for word.
{
  "formula": "C3H7N3",
  "method": "the ωB97M-V functional and the def2-TZVPD basis",
  "elements": ["N", "N", "C", "N", "C", "C", "H", "H", "H", "H", "H", "H", "H"],
  "positions_angstrom": [[-0.467, -1.065, -1.787], [-0.164, -0.436, -0.594], [-0.429, 0.835, -0.438], [-0.061, 1.607, 0.624], [0.483, 0.520, 1.581], [0.600, -0.890, 0.743], [0.283, -1.604, -2.325], [-1.388, -1.575, -1.771], [-0.827, 1.420, -1.302], [-0.245, 0.234, 2.355], [1.470, 0.920, 2.041], [1.714, -1.322, 0.750], [-0.087, -1.613, 1.233]],
  "nbo_charge": [-0.664, -0.284, 0.253, -0.511, -0.274, -0.263, 0.378, 0.362, 0.201, 0.188, 0.204, 0.213, 0.196],
  "relative_energy_kcal_mol": 67.41,
  "smiles": "NN1C=NCC1",
  "fmax_ev_per_a": 6.57,
  "homo_energy_ev": -8.09
}